Record 1
One molecule with the formula C4H8O2. Source: the Open Molecules 2025 dataset; level of theory: ωB97M-V with the def2-TZVPD basis set.

ORCA input file:
```
! wB97M-V def2-TZVPD RIJCOSX def2/J DEFGRID3
* xyz 0 1
O 1.819 1.026 -0.833
C 1.737 0.542 0.273
C 0.453 0.354 1.038
C -0.808 0.580 0.211
C -0.936 -0.429 -0.923
O -0.853 -1.733 -0.366
H 2.655 0.204 0.801
H 0.495 1.040 1.897
H 0.455 -0.659 1.459
H -1.682 0.495 0.867
H -0.811 1.589 -0.215
H -1.897 -0.285 -1.440
H -0.132 -0.258 -1.649
H -0.528 -2.332 -1.046
*
```

Summary:
Relative energy (zero: lowest compared OMol25 entry of this formula, charge and spin) ... 26.3 kcal/mol
Orbital gap ... 10.696 eV
Lowest unoccupied orbital energy ... 0.90 eV
HOMO energy ... -9.80 eV
Strongest force on any atom ... 0.52 eV/A


Record 2
C22H18BrCl2F4NOPSn as an isolated structure. Source: the Open Molecules 2025 dataset; level of theory: ωB97M-V with the def2-TZVPD basis set.

ORCA input file:
```
! wB97M-V def2-TZVPD RIJCOSX def2/J DEFGRID3
* xyz 1 1
Sn -0.652 1.756 -1.371
Cl 2.617 3.453 -0.820
C 2.307 4.686 -2.053
Cl 0.765 4.459 -2.906
H 3.101 4.636 -2.786
H 2.279 5.652 -1.567
F 0.110 -5.599 -3.511
C 0.105 -4.496 -2.785
C 0.691 -4.484 -1.534
F 1.272 -5.574 -1.060
C 0.673 -3.322 -0.785
F 1.277 -3.358 0.402
C 0.076 -2.150 -1.238
P 0.047 -0.672 -0.142
C -0.685 -1.285 1.402
C -2.078 -1.196 1.470
C -2.753 -1.593 2.614
C -2.036 -2.072 3.702
C -0.651 -2.159 3.640
C 0.029 -1.766 2.497
C 1.811 -0.355 0.157
C 2.784 -0.709 -0.772
C 4.116 -0.395 -0.535
C 4.478 0.285 0.618
C 3.506 0.676 1.528
C 2.174 0.369 1.295
C -0.487 -2.184 -2.516
Br -1.274 -0.672 -3.330
C -0.475 -3.340 -3.276
F -1.012 -3.364 -4.490
H -2.631 -0.818 0.616
H -3.831 -1.517 2.660
H -2.556 -2.376 4.601
H -0.093 -2.533 4.488
H 1.106 -1.845 2.460
H 2.512 -1.235 -1.679
H 4.871 -0.693 -1.251
H 5.518 0.518 0.806
H 3.783 1.214 2.426
H 1.415 0.687 2.000
N -2.772 4.717 0.867
C -2.306 3.553 0.428
O -1.087 3.406 0.200
C -3.256 2.410 0.209
C -2.868 1.638 -1.056
H -2.134 5.486 1.001
H -3.748 4.864 1.058
H -4.288 2.766 0.193
H -3.147 1.760 1.083
H -3.308 2.129 -1.931
H -3.295 0.638 -1.026
*
```

Summary:
Relative energy (zero: lowest compared OMol25 entry of this formula, charge and spin) ... 0.0 kcal/mol
Orbital gap ... 8.270 eV
Lowest unoccupied orbital energy ... -2.72 eV
HOMO energy ... -10.98 eV
Strongest force on any atom ... 0.41 eV/A


Record 3
One molecule with the formula C6H11INP in a non-equilibrium geometry. Source: the Open Molecules 2025 dataset; level of theory: ωB97M-V with the def2-TZVPD basis set.

ORCA input file:
```
! wB97M-V def2-TZVPD RIJCOSX def2/J DEFGRID3
* xyz 0 1
C 2.381 -1.243 2.160
C 2.213 -0.664 0.762
C 0.778 -0.558 0.258
C 0.336 0.602 -0.353
C -0.999 0.818 -0.682
N -1.850 -0.254 -0.485
C -3.212 -0.186 -0.771
P -1.611 2.360 -1.553
I -0.504 1.961 -3.680
H 3.438 -1.597 2.190
H 1.575 -2.066 2.162
H 2.099 -0.656 3.039
H 2.745 0.290 0.622
H 2.735 -1.306 0.102
H 0.062 -1.327 0.384
H 1.163 1.302 -0.554
H -3.591 0.766 -1.236
H -3.925 -0.263 0.077
H -3.259 -1.076 -1.318
H -0.574 3.095 -1.123
*
```

Summary:
Relative energy (zero: lowest compared OMol25 entry of this formula, charge and spin) ... 0.0 kcal/mol
Orbital gap ... 8.031 eV
Lowest unoccupied orbital energy ... -0.52 eV
HOMO energy ... -8.55 eV
Strongest force on any atom ... 6.66 eV/A


Record 4
C5H2BrF7KO2 as an isolated structure in a non-equilibrium geometry. Source: the Open Molecules 2025 dataset; level of theory: ωB97M-V with the def2-TZVPD basis set.

ORCA input file:
```
! wB97M-V def2-TZVPD RIJCOSX def2/J DEFGRID3
* xyz 1 1
O 2.191 -2.148 -1.040
C 2.206 -1.290 -0.156
Br 2.662 -1.864 1.644
O 1.942 -0.010 -0.510
C 1.098 0.700 0.438
C -0.035 1.413 -0.429
F 0.211 2.771 -0.334
F 0.092 1.093 -1.754
C -1.480 1.158 0.111
F -2.374 1.751 -0.751
F -1.698 1.757 1.320
C -1.893 -0.376 0.207
F -2.079 -0.704 1.512
F -3.101 -0.551 -0.392
F -1.018 -1.229 -0.412
H 0.646 0.047 1.219
H 1.722 1.501 0.900
K 0.911 -4.019 -1.573
*
```

Summary:
Orbital gap ... 11.168 eV
Lowest unoccupied orbital energy ... -3.82 eV
HOMO energy ... -14.99 eV
Strongest force on any atom ... 3.15 eV/A


Record 5
C37H98FeN5O15 as an isolated structure in a non-equilibrium geometry. Source: the Open Molecules 2025 dataset; level of theory: ωB97M-V with the def2-TZVPD basis set.

ORCA input file:
```
! wB97M-V def2-TZVPD RIJCOSX def2/J DEFGRID3
* xyz 0 6
Fe -0.169 -3.752 1.457
C 0.133 -1.087 -1.089
C 0.867 -0.775 0.238
C 0.285 0.523 0.847
O 0.904 -1.907 1.071
H 0.521 -2.009 -1.522
H 0.300 -0.308 -1.833
H -0.933 -1.209 -0.896
H 1.901 -0.549 -0.023
H 0.669 0.866 1.808
H -0.757 0.280 1.055
H 0.328 1.351 0.140
C 2.222 -5.496 2.940
O 1.480 -4.293 2.948
C 1.232 -3.836 4.267
C 0.120 -2.735 4.229
N -0.987 -3.154 3.329
C -1.841 -2.008 2.989
C -2.790 -2.471 1.860
O -1.958 -2.926 0.808
C -2.666 -3.209 -0.344
H 2.238 -6.036 1.993
H 1.813 -6.280 3.577
H 3.266 -5.369 3.226
H 2.139 -3.456 4.736
H 0.849 -4.537 5.009
H 0.680 -1.856 3.910
H -0.195 -2.486 5.242
H -1.549 -3.758 3.912
H -1.209 -1.222 2.575
H -2.409 -1.634 3.840
H -3.406 -1.656 1.482
H -3.534 -3.236 2.083
H -2.959 -2.257 -0.786
H -3.519 -3.869 -0.189
H -2.005 -3.693 -1.063
C 0.204 3.631 -8.207
O 0.353 3.434 -6.771
C 1.322 2.486 -6.458
C 1.564 2.511 -4.910
N 0.343 2.236 -4.223
C 0.435 2.494 -2.775
C -0.944 2.627 -2.183
O -1.721 3.676 -2.774
C -3.040 3.603 -2.379
H 0.159 2.669 -8.718
H 1.092 4.193 -8.497
H -0.714 4.161 -8.460
H 2.300 2.750 -6.860
H 1.163 1.478 -6.841
H 1.952 3.464 -4.550
H 2.252 1.712 -4.637
H -0.275 2.924 -4.629
H 1.063 3.326 -2.456
H 0.999 1.698 -2.289
H -0.853 2.797 -1.110
H -1.410 1.642 -2.174
H -3.665 4.195 -3.048
H -3.112 4.121 -1.423
H -3.474 2.604 -2.341
C 5.138 0.095 -4.032
O 3.826 -0.071 -4.611
C 2.942 -1.008 -4.005
C 1.799 -1.265 -4.969
N 2.233 -1.771 -6.271
C 2.663 -3.195 -6.195
C 2.790 -3.777 -7.610
O 4.081 -3.506 -8.150
C 4.214 -4.012 -9.411
H 5.042 0.660 -3.104
H 5.812 0.636 -4.696
H 5.561 -0.882 -3.797
H 2.637 -0.676 -3.013
H 3.498 -1.927 -3.824
H 1.219 -0.372 -5.205
H 1.048 -1.995 -4.670
H 3.110 -1.336 -6.520
H 1.962 -3.791 -5.610
H 3.614 -3.286 -5.671
H 2.127 -3.279 -8.317
H 2.597 -4.850 -7.610
H 5.187 -3.904 -9.891
H 3.433 -3.613 -10.059
H 4.094 -5.093 -9.348
C -4.047 0.917 0.064
O -5.220 0.231 -0.253
C -6.425 0.609 0.493
C -7.324 -0.637 0.414
N -8.549 -0.417 1.250
C -9.535 -1.423 1.148
C -10.710 -1.114 2.005
O -11.238 0.140 1.681
C -12.244 0.485 2.587
H -3.224 0.799 -0.640
H -3.677 0.528 1.012
H -4.193 1.964 0.329
H -6.930 1.500 0.119
H -6.178 0.795 1.538
H -6.869 -1.548 0.802
H -7.638 -0.802 -0.616
H -8.984 0.479 1.079
H -9.192 -2.394 1.505
H -9.789 -1.546 0.095
H -10.319 -1.143 3.022
H -11.453 -1.893 1.832
H -13.162 -0.103 2.587
H -12.538 1.511 2.362
H -11.862 0.572 3.605
C 3.382 0.405 3.847
O 3.261 1.758 4.429
C 2.612 2.702 3.596
C 3.267 4.087 3.771
N 3.100 4.571 5.108
C 3.743 5.846 5.306
C 3.403 6.328 6.699
O 4.104 5.547 7.718
C 3.849 6.047 9.005
H 4.012 0.417 2.958
H 2.399 0.001 3.603
H 3.797 -0.246 4.617
H 1.556 2.616 3.853
H 2.780 2.533 2.532
H 2.857 4.802 3.057
H 4.324 3.902 3.574
H 3.472 3.849 5.708
H 3.253 6.501 4.586
H 4.819 5.779 5.149
H 2.343 6.395 6.942
H 3.723 7.370 6.726
H 3.959 7.129 9.073
H 4.560 5.581 9.688
H 2.823 5.769 9.246
C 2.133 -4.368 -0.805
O 0.787 -4.460 -0.475
H 2.577 -5.257 -1.253
H 2.299 -3.507 -1.453
H 2.684 -4.190 0.119
H 0.316 -4.543 -1.307
C -1.533 2.006 3.943
O -1.941 0.873 4.639
H -2.013 1.990 2.964
H -1.914 2.880 4.471
H -0.454 2.106 3.826
H -2.900 0.830 4.607
C 4.341 -2.647 2.196
O 3.894 -1.910 1.121
H 5.321 -2.272 2.489
H 3.641 -2.413 2.999
H 4.468 -3.698 1.938
H 2.936 -1.859 1.086
C 4.824 1.189 0.119
O 5.796 0.128 0.398
H 4.488 1.407 1.133
H 5.253 2.138 -0.202
H 3.942 0.883 -0.443
H 5.286 -0.670 0.554
*
```

Summary:
Orbital gap (spin up / spin down) ... 3.710 / 8.595 eV
Lowest unoccupied orbital energy (spin up / spin down) ... 0.25 / 0.24 eV
HOMO energy (spin up / spin down) ... -3.46 / -8.35 eV
Strongest force on any atom ... 2.47 eV/A